1.
Computed, not measured: a single C21H19FN4O5S molecule in a non-equilibrium geometry, with the ωB97M-V functional and the def2-TZVPD basis.

CARTESIAN COORDINATES (ANGSTROEM)
C: -6.20 -0.85 -1.27
C: -5.45 -0.79 0.05
O: -4.06 -1.03 -0.21
C: -3.25 -1.03 0.86
O: -3.65 -0.83 1.98
C: -1.84 -1.27 0.50
C: -1.43 -1.45 -0.82
C: -0.10 -1.66 -1.10
C: 0.85 -1.69 -0.08
N: 2.17 -1.92 -0.45
C: 3.26 -2.06 0.36
O: 3.26 -1.93 1.56
C: 4.52 -2.46 -0.41
S: 6.00 -1.81 0.45
C: 5.59 -0.14 0.36
N: 6.23 0.86 0.88
N: 5.56 1.97 0.51
C: 4.56 1.60 -0.21
C: 3.54 2.46 -0.87
N: 2.24 2.37 -0.25
C: 1.25 1.61 -0.78
O: 1.41 0.95 -1.79
C: -0.07 1.73 -0.10
C: -1.21 1.72 -0.90
C: -2.47 1.88 -0.34
C: -2.61 2.02 1.03
C: -1.50 1.99 1.85
C: -0.25 1.85 1.27
F: 0.83 1.83 2.09
O: 4.51 0.25 -0.36
C: 0.44 -1.51 1.24
C: -0.89 -1.31 1.52
H: -5.82 -0.10 -1.95
H: -6.07 -1.83 -1.73
H: -7.26 -0.68 -1.09
H: -5.55 0.19 0.53
H: -5.81 -1.55 0.75
H: -2.16 -1.42 -1.61
H: 0.22 -1.78 -2.13
H: 2.32 -1.96 -1.45
H: 4.52 -2.11 -1.44
H: 4.63 -3.54 -0.38
H: 3.41 2.12 -1.91
H: 3.90 3.49 -0.85
H: 2.13 2.82 0.65
H: -1.09 1.61 -1.96
H: -3.34 1.89 -0.98
H: -3.59 2.14 1.47
H: -1.58 2.07 2.92
H: 1.17 -1.53 2.03
H: -1.22 -1.17 2.54

orbital gap: 9.13 eV
net charge: 0
ΔE to the lowest compared entry with this formula, charge and spin: 12.7 kcal per mole
SMILES: CCOC(=O)c1ccc(NC(=O)CSc2nnc(CNC(=O)c3ccccc3F)o2)cc1
E: -51837.12756 eV


2.
Computed, not measured: a single C11H14S molecule in a non-equilibrium geometry, with the ωB97M-V functional and the def2-TZVPD basis.

CARTESIAN COORDINATES (ANGSTROEM)
C: 3.36 0.13 1.15
C: 2.44 -0.10 -0.04
C: 3.04 0.63 -1.20
S: 1.79 -1.82 -0.06
C: 1.03 -0.27 0.40
C: -0.12 0.41 -0.61
C: -1.49 0.11 -0.18
C: -1.98 -1.16 -0.55
C: -3.28 -1.51 -0.15
C: -4.13 -0.55 0.27
C: -3.68 0.78 0.42
C: -2.37 1.07 0.19
H: 4.40 -0.13 1.23
H: 2.93 -0.51 1.95
H: 3.20 1.26 1.37
H: 3.62 1.46 -0.81
H: 2.37 0.71 -2.08
H: 3.87 -0.02 -1.57
H: 0.79 -0.21 1.54
H: 0.27 -0.02 -1.64
H: 0.23 1.43 -0.51
H: -1.40 -2.02 -0.89
H: -3.64 -2.61 -0.18
H: -5.08 -0.63 0.74
H: -4.40 1.59 0.66
H: -1.78 1.97 0.56

orbital gap: 9.36 eV
net charge: 0
ΔE to the lowest compared entry with this formula, charge and spin: 15.4 kcal per mole
SMILES: CC1(C)S[C@@H]1Cc1ccccc1
E: -22466.99099 eV


3.
Computed, not measured: a molecular structure, C42H37BeNP2Si, with the ωB97M-V functional and the def2-TZVPD basis.

CARTESIAN COORDINATES (ANGSTROEM)
Be: -0.12 0.48 0.24
C: -1.20 1.76 2.56
P: -0.32 0.14 2.42
C: 1.11 0.45 3.51
C: 0.98 0.85 4.84
C: 2.10 1.12 5.61
C: 3.37 1.00 5.05
C: 3.51 0.61 3.73
C: 2.38 0.34 2.96
C: -1.33 -1.15 3.20
C: -1.45 -2.35 2.49
C: -2.22 -3.39 2.99
C: -2.88 -3.24 4.20
C: -2.78 -2.04 4.90
C: -2.01 -1.00 4.41
C: -0.29 2.65 1.76
C: 0.38 3.83 1.99
C: 1.35 3.95 0.96
C: 1.22 2.84 0.15
C: 1.99 2.32 -1.03
P: 1.63 0.51 -1.12
C: 3.19 -0.36 -0.74
C: 3.12 -1.55 -0.02
C: 4.27 -2.28 0.24
C: 5.50 -1.83 -0.22
C: 5.58 -0.65 -0.94
C: 4.43 0.08 -1.21
C: 1.40 0.09 -2.88
C: 1.63 -1.23 -3.27
C: 1.38 -1.63 -4.57
C: 0.88 -0.72 -5.50
C: 0.65 0.59 -5.11
C: 0.90 1.00 -3.81
N: 0.21 2.06 0.63
H: -2.20 1.66 2.12
H: -1.31 2.09 3.60
H: 0.00 0.96 5.28
H: 1.98 1.42 6.64
H: 4.24 1.21 5.66
H: 4.49 0.53 3.29
H: 2.50 0.06 1.93
H: -0.96 -2.45 1.53
H: -2.31 -4.31 2.43
H: -3.49 -4.04 4.59
H: -3.31 -1.92 5.84
H: -1.96 -0.07 4.95
H: 0.22 4.50 2.82
H: 2.07 4.75 0.84
H: 1.70 2.79 -1.97
H: 3.06 2.47 -0.91
H: 2.16 -1.89 0.36
H: 4.21 -3.21 0.80
H: 6.40 -2.40 -0.02
H: 6.53 -0.29 -1.31
H: 4.49 0.99 -1.79
H: 2.00 -1.95 -2.56
H: 1.56 -2.66 -4.86
H: 0.68 -1.03 -6.51
H: 0.25 1.31 -5.83
H: 0.70 2.02 -3.53
C: -2.50 -3.92 -3.28
C: -2.07 -2.71 -3.81
C: -1.97 -1.58 -3.01
C: -2.31 -1.63 -1.65
C: -2.75 -2.85 -1.14
C: -2.85 -3.98 -1.93
Si: -2.13 -0.11 -0.53
C: -2.97 1.37 -1.39
C: -2.20 2.36 -2.00
C: -2.78 3.45 -2.62
C: -4.17 3.58 -2.64
C: -4.95 2.62 -2.03
C: -4.36 1.52 -1.41
H: -2.58 -4.80 -3.90
H: -1.81 -2.65 -4.86
H: -1.63 -0.65 -3.45
H: -3.05 -2.91 -0.09
H: -3.20 -4.92 -1.51
H: -3.08 -0.44 0.59
H: -1.12 2.29 -1.95
H: -2.16 4.21 -3.09
H: -4.63 4.44 -3.12
H: -6.03 2.71 -2.03
H: -4.99 0.77 -0.94

orbital gap: 7.70 eV
net charge: 0
ΔE to the lowest compared entry with this formula, charge and spin: 10.8 kcal per mole
E: -72503.52065 eV


4.
Computed, not measured: a molecular structure, C2H10N3 in a non-equilibrium geometry, with the ωB97M-V functional and the def2-TZVPD basis.

CARTESIAN COORDINATES (ANGSTROEM)
C: 1.83 -1.07 -1.37
N: 0.48 -0.56 -1.11
H: 1.89 -1.90 -2.23
H: 2.53 -0.21 -1.46
H: 2.26 -1.61 -0.54
H: -0.09 -1.39 -1.24
H: 0.17 0.19 -1.77
H: 0.46 -0.08 0.09
N: -2.18 1.17 1.46
C: -0.87 1.33 1.20
N: -0.15 0.26 1.23
H: -2.85 1.87 1.19
H: -2.56 0.34 1.93
H: -0.64 2.24 0.78
H: -0.28 -0.55 1.84

orbital gap (alpha / beta): 3.76 / 7.91 eV
net charge: 0
⟨S²⟩: 0.75
multiplicity: 2
ΔE to the lowest compared entry with this formula, charge and spin: 49.7 kcal per mole
E: -6702.25117 eV


5.
Computed, not measured: a molecular structure, C2H46O23Y in a non-equilibrium geometry, with the ωB97M-V functional and the def2-TZVPD basis.

CARTESIAN COORDINATES (ANGSTROEM)
Y: 0.93 1.40 -2.16
O: 0.23 -0.48 -1.40
C: 0.37 -0.53 -0.02
C: -0.68 0.56 0.33
O: -0.24 1.73 -0.35
H: 1.36 -0.30 0.22
H: 0.20 -1.54 0.44
H: -0.78 0.86 1.36
H: -1.64 0.40 -0.16
O: 3.33 -0.02 2.13
H: 3.92 0.65 1.79
H: 2.82 0.44 2.80
O: 0.67 -3.00 -1.95
H: 0.70 -2.09 -1.57
H: 1.55 -3.13 -2.15
O: -1.41 3.80 1.40
H: -1.70 3.45 2.25
H: -1.12 3.08 0.92
O: 2.42 2.66 -0.72
H: 3.25 2.36 -0.37
H: 2.27 3.44 -0.19
O: -0.70 -1.95 2.79
H: -0.14 -1.45 2.21
H: -1.44 -2.42 2.41
O: 3.23 -2.13 -0.52
H: 3.15 -3.06 -0.61
H: 2.70 -1.86 0.23
O: -2.10 -3.11 -0.31
H: -2.20 -3.64 -1.08
H: -1.32 -3.48 0.05
O: -2.86 2.52 -0.58
H: -3.25 2.36 0.27
H: -1.91 2.31 -0.53
O: -3.22 -1.03 1.19
H: -4.07 -1.26 0.77
H: -2.54 -1.26 0.55
O: -0.68 -1.99 -4.05
H: -0.75 -2.94 -4.41
H: -0.60 -2.19 -3.16
O: 2.97 0.21 -2.04
H: 3.06 -0.70 -1.69
H: 3.85 0.40 -2.37
O: 1.13 2.46 2.27
H: 1.75 3.00 1.87
H: 0.67 2.07 1.53
O: 0.59 0.30 3.78
H: 0.25 0.58 4.62
H: 0.35 0.94 3.14
O: 0.31 -3.97 0.65
H: 1.05 -3.80 1.21
H: 0.69 -3.87 -0.25
O: 0.10 3.83 -2.37
H: -0.33 4.41 -1.72
H: -0.28 4.11 -3.22
O: 1.08 -0.08 -4.04
H: 1.94 -0.32 -4.40
H: 0.50 -0.82 -4.26
O: -2.70 -0.83 -1.96
H: -2.80 -1.82 -2.11
H: -1.92 -0.72 -1.39
O: -3.49 1.62 1.84
H: -3.33 0.70 1.58
H: -2.74 1.85 2.32
O: -1.26 1.20 -3.09
H: -1.82 1.72 -3.67
H: -1.78 0.45 -2.69
O: 2.49 -2.55 2.15
H: 2.84 -1.63 2.10
H: 3.26 -3.07 1.93
O: -1.54 2.31 3.76
H: -1.89 2.10 4.70
H: -0.73 2.76 4.05

orbital gap: 7.89 eV
net charge: +1
E: -50954.78815 eV